(1)
Molecular formula: C25H43F3P2Ti
Method: DFT, the ωB97M-V functional and the def2-TZVPD basis

Element x y z (Å)
Ti 0.322 -1.326 0.449
P 1.183 3.072 -3.042
P 0.079 4.140 -0.590
F 2.744 0.633 0.545
F 3.344 -1.426 1.048
F 2.722 -0.924 -1.031
C -0.318 -3.627 -1.555
C 2.546 3.109 -4.288
C 1.245 4.964 -2.883
C 1.352 4.816 0.530
C -0.168 -3.467 -0.083
C -1.193 -3.752 0.887
C -2.622 -3.972 0.577
C -2.774 -0.373 0.962
C -1.265 -4.517 3.346
C 1.831 -4.219 3.024
C -2.284 -0.898 2.325
C -0.296 1.319 1.558
C -0.426 1.340 0.030
C -0.807 -1.010 2.529
C -0.924 0.110 -0.730
C -0.262 3.090 -4.206
C 1.124 -3.570 0.624
C 2.376 -3.992 -0.059
C 0.829 -3.886 1.988
C -1.529 4.615 0.109
C -1.946 -0.710 -0.242
C 0.141 5.427 -1.940
C 2.399 -0.698 0.322
C 0.087 -0.008 2.193
C -0.573 -4.026 2.130
H 1.460 4.119 1.372
H -2.926 0.717 1.046
H 2.758 -3.654 2.871
H -0.262 3.993 -4.831
H -2.956 -3.309 -0.229
H -2.246 -4.042 3.471
H 2.317 4.883 0.008
H -0.196 2.199 -4.843
H 2.234 5.202 -2.462
H -3.786 -0.789 0.806
H 0.538 1.633 -0.412
H -0.840 5.464 -2.449
H -3.254 -3.791 1.454
H -1.494 5.635 0.517
H 2.527 -3.477 -1.015
H -0.182 -4.686 -1.830
H -1.808 3.910 0.902
H -1.439 -5.606 3.299
H -1.190 3.041 -3.626
H 3.490 3.239 -3.742
H 1.073 5.811 0.899
H 0.343 6.416 -1.480
H -2.281 4.560 -0.689
H 2.328 -5.074 -0.273
H -1.221 1.720 2.021
H -2.720 -1.884 2.509
H 0.490 2.049 1.832
H -2.752 -0.256 3.100
H -1.307 -3.308 -1.906
H 2.083 -5.289 2.998
H 1.122 -0.079 2.556
H 0.429 -3.053 -2.120
H 1.453 -3.989 4.023
H -0.668 0.105 -1.796
H -1.126 2.163 -0.202
H 3.259 -3.807 0.566
H -2.804 -5.003 0.249
H 2.422 3.943 -4.997
H -0.477 -1.766 3.254
H -0.677 -4.321 4.251
H -2.389 -1.440 -0.926
H 2.579 2.161 -4.830
H 1.160 5.428 -3.875

Output
* LUMO level (spin up / spin down): -4.7 / -4.4 eV
* total charge: +1
* multiplicity: 2
* HOMO-LUMO gap (spin up / spin down): 5.1 / 5.4 eV
* HOMO (spin up / spin down): -9.8 / -9.8 eV
* <S²>: 0.764
* energy: -76458.7432 eV

---

(2)
Molecular formula: C2H2FIS
Method: DFT, the ωB97M-V functional and the def2-TZVPD basis

Element x y z (Å)
I 0.531 2.058 -0.760
S 0.922 -1.690 1.186
F -0.417 0.460 1.771
C 0.097 -0.385 0.777
C -0.230 0.051 -0.593
H 0.320 -0.598 -1.272
H -1.223 0.103 -1.108

Output
* energy above the lowest of the compared OMol25 structures with the same formula, charge and spin: 0.033 eV
* LUMO level: -0.9 eV
* SMILES string: FC(=S)CI
* total charge: 0
* HOMO-LUMO gap: 8.8 eV
* HOMO: -9.7 eV
* energy: -23758.8216 eV

---

(3)
Molecular formula: C30H45N2O13
Method: DFT, the ωB97M-V functional and the def2-TZVPD basis

Element x y z (Å)
O 1.300 -7.129 -0.173
O 0.748 0.146 3.273
O 2.765 3.580 -7.073
O -1.436 -2.954 -0.277
O -4.019 7.492 -0.116
O -2.224 -4.273 1.387
O -4.519 7.483 -2.322
O -1.402 2.873 -0.669
O 3.270 4.213 -4.961
O -2.582 0.756 6.029
O 2.271 -0.969 2.029
O 3.392 -6.288 -0.367
O -0.917 -0.743 5.711
N 2.081 0.063 -2.005
N 0.766 0.189 -1.940
C 3.010 0.608 3.710
C 2.638 -7.117 0.071
C 1.322 2.734 -1.584
C -1.144 2.536 0.714
C -4.013 0.731 5.933
C 0.791 1.184 4.262
C 0.450 1.514 -1.711
C -0.138 -2.597 -0.765
C 3.088 0.999 -1.884
C 0.687 -8.180 0.586
C -2.083 -0.451 5.651
C -4.418 6.532 -3.388
C 2.474 1.283 -6.722
C 2.822 2.476 -1.682
C 2.169 1.091 4.874
C -3.995 6.949 -1.187
C 3.010 -8.248 0.992
C -3.434 5.580 -1.466
C 2.011 -0.181 2.905
C -3.309 5.590 -2.976
C 1.802 -9.156 0.886
C 2.450 1.983 -5.380
C 0.793 -2.772 0.410
C 0.154 -3.919 1.164
C 2.892 3.376 -5.738
C -4.326 -0.379 4.955
C 2.188 2.416 -7.682
C -1.301 -3.754 0.817
C -1.140 1.780 -1.554
C -3.196 -1.359 5.202
H -5.318 -0.809 5.095
H 0.877 3.758 -1.427
H 3.475 0.883 -6.909
H 2.171 0.337 5.667
H 3.919 -8.745 0.655
H -0.899 3.518 1.253
H 3.141 1.523 -4.673
H -4.265 0.001 3.931
H -1.713 0.827 -1.325
H 2.513 2.032 5.305
H -3.393 4.601 -3.430
H 1.622 -9.753 1.781
H 0.257 -7.748 1.495
H 1.931 -9.841 0.043
H 1.441 2.027 -4.961
H 0.500 -4.889 0.799
H 0.780 -1.876 1.028
H -2.466 5.447 -0.984
H 3.626 3.257 -1.578
H 2.389 -0.916 -2.175
H -1.472 2.121 -2.601
H 0.314 -3.833 2.239
H -2.923 -1.895 4.293
H -2.057 2.105 1.246
H -0.264 1.835 0.881
H -5.380 6.021 -3.492
H 1.764 0.460 -6.803
H 1.827 -2.963 0.116
H 4.173 0.661 -1.938
H -0.149 -1.566 -1.120
H -2.340 6.012 -3.262
H 3.138 -7.856 2.004
H -4.191 7.049 -4.321
H 0.007 1.023 4.998
H 0.114 -3.258 -1.601
H 3.832 -0.025 4.043
H -4.425 0.538 6.927
H -4.374 1.699 5.583
H -0.111 -8.638 0.001
H 1.116 2.588 -7.814
H 2.641 2.249 -8.659
H 3.382 1.437 3.103
H -4.145 4.826 -1.121
H -3.432 -2.058 6.007
H 0.620 2.146 3.766

Output
* LUMO level: -5.3 eV
* total charge: +1
* HOMO-LUMO gap: 6.6 eV
* HOMO: -11.8 eV
* energy: -61428.9208 eV

---

(4)
Molecular formula: C12H10N6O7PtS3
Method: DFT, the ωB97M-V functional and the def2-TZVPD basis

Element x y z (Å)
Pt 0.917 -0.605 0.190
S 2.858 -1.781 -0.289
S 2.000 -2.860 -2.222
S 2.393 -3.520 0.748
O 0.432 0.721 -3.669
O -3.886 1.733 -4.140
O 2.607 -2.079 -3.248
O 2.434 -4.211 -2.021
O -1.798 1.452 -4.818
O 0.627 -2.587 -1.887
O 1.123 0.290 -1.621
N -2.760 -0.147 -0.636
N -1.437 -0.199 -0.806
N 0.363 1.347 1.083
N 1.152 -0.966 2.187
N 1.839 -1.881 2.929
N 3.059 -3.743 3.250
C -2.433 0.702 -2.621
C -1.214 0.302 -2.014
C -3.395 0.383 -1.692
C 2.428 -2.902 2.405
C 0.170 1.187 2.404
C 0.707 -0.019 2.953
C 0.198 0.421 -2.507
C -0.050 2.462 0.487
C -0.860 3.334 2.553
C -2.763 1.343 -3.928
C -0.656 3.487 1.188
C -0.441 2.176 3.175
H -3.165 -0.539 0.196
H 3.710 -4.411 2.878
H 3.107 -3.494 4.224
H 0.858 -0.111 4.021
H -0.582 2.024 4.236
H -0.961 4.385 0.670
H -4.464 0.505 -1.737
H 0.135 2.529 -0.578
H -0.910 1.153 -4.468
H -1.341 4.116 3.124

Output
* energy above the lowest of the compared OMol25 structures with the same formula, charge and spin: 1.671 eV
* LUMO level: -1.7 eV
* total charge: 0
* HOMO-LUMO gap: 6.9 eV
* HOMO: -8.7 eV
* energy: -71631.2789 eV

---

(5)
Molecular formula: C4H11NSSi
Method: DFT, the ωB97M-V functional and the def2-TZVPD basis

Element x y z (Å)
S -1.611 0.980 -0.380
Si 0.422 0.467 0.097
N 0.044 -1.073 0.763
C 1.256 0.399 -1.634
C -1.997 -0.709 -0.392
C 1.360 1.756 1.211
C -1.279 -1.492 0.641
H 1.356 2.662 0.641
H -3.158 -0.785 -0.267
H 0.832 -1.625 0.984
H 1.906 -0.442 -1.491
H 1.790 1.330 -1.923
H -1.638 -1.072 -1.457
H 2.339 1.462 1.444
H 0.602 0.122 -2.473
H 0.921 1.971 2.151
H -1.253 -2.574 0.462
H -1.891 -1.377 1.622

Output
* energy above the lowest of the compared OMol25 structures with the same formula, charge and spin: 0.000 eV
* LUMO level: 0.7 eV
* SMILES string: C[Si]1(C)NCCS1
* total charge: 0
* HOMO-LUMO gap: 9.1 eV
* HOMO: -8.4 eV
* energy: -24530.4785 eV

---

(6)
Molecular formula: C4H9N2O2
Method: DFT, the ωB97M-V functional and the def2-TZVPD basis

Element x y z (Å)
O -1.829 1.233 0.062
O -3.829 0.573 -0.654
N 0.790 1.049 -0.005
N 0.826 -1.243 0.768
C 0.805 -0.166 0.368
C 0.944 -2.652 0.774
C 1.899 1.830 -0.500
C -2.558 0.460 -0.496
H -2.202 -0.522 -0.911
H 2.114 -2.944 0.757
H -4.221 1.179 -0.042
H 1.830 1.997 -1.608
H 1.979 2.755 0.072
H 0.303 -3.178 -0.060
H 0.492 -3.022 1.725
H -0.186 1.361 0.061
H 2.843 1.288 -0.312

Output
* energy above the lowest of the compared OMol25 structures with the same formula, charge and spin: 1.781 eV
* LUMO level: -3.1 eV
* total charge: +1
* HOMO-LUMO gap: 11.5 eV
* HOMO: -14.7 eV
* energy: -11361.1864 eV

---

(7)
Molecular formula: C15H15AuCl2N3S3
Method: DFT, the ωB97M-V functional and the def2-TZVPD basis

Element x y z (Å)
Au 0.564 -2.955 -1.297
Cl -1.173 -4.496 -2.341
Cl -3.941 0.145 -1.587
S 2.494 -4.487 -1.348
S -0.186 1.199 0.185
S -1.258 -1.336 -1.343
N -0.680 2.859 2.187
N 2.368 -2.163 -0.290
N 0.983 3.501 0.736
C -0.555 4.064 3.002
C 3.219 -3.180 -0.473
C -2.622 -3.544 -2.375
C -3.759 -4.165 -2.835
C 4.518 -3.128 0.021
C 4.005 -0.949 0.894
C -2.618 -2.198 -1.958
C 4.906 -1.996 0.711
C -4.997 -2.123 -2.512
C 1.231 4.762 1.430
C -0.037 5.204 2.140
C -3.852 -1.501 -2.052
C -4.952 -3.452 -2.898
C 0.055 2.611 1.103
C 2.731 -1.065 0.376
H -1.535 4.313 3.405
H 0.122 3.879 3.841
H 1.545 5.502 0.696
H 4.285 -0.056 1.432
H 1.482 3.289 -0.110
H 5.908 -1.925 1.113
H -0.793 5.481 1.403
H 2.043 4.637 2.152
H -5.920 -1.563 -2.562
H -5.850 -3.940 -3.251
H 0.168 6.076 2.759
H 5.182 -3.965 -0.142
H -1.346 2.154 2.450
H -3.719 -5.201 -3.142
H 1.985 -0.287 0.480

Output
* LUMO level (spin up / spin down): -2.4 / -6.2 eV
* total charge: +1
* multiplicity: 3
* HOMO-LUMO gap (spin up / spin down): 8.4 / 4.6 eV
* HOMO (spin up / spin down): -10.8 / -10.7 eV
* <S²>: 2.029
* energy: -81505.3410 eV

---

(8)
Molecular formula: CHBr2NO2
Method: DFT, the ωB97M-V functional and the def2-TZVPD basis

Element x y z (Å)
Br -0.002 -1.662 1.358
Br -2.135 -0.156 -0.664
O 0.575 0.139 -1.746
O 1.759 0.798 -0.015
N 0.866 0.327 -0.611
C -0.660 -0.126 0.503
H -0.403 0.680 1.175

Output
* energy above the lowest of the compared OMol25 structures with the same formula, charge and spin: 0.867 eV
* LUMO level: 0.1 eV
* total charge: 0
* HOMO-LUMO gap: 9.9 eV
* HOMO: -9.7 eV
* energy: -146718.7223 eV

---

(9)
Molecular formula: C39H83BCrF4NO28
Method: DFT, the ωB97M-V functional and the def2-TZVPD basis

Element x y z (Å)
Cr -1.268 -4.132 0.018
F 0.229 -3.727 -1.474
F 2.061 -4.760 -0.784
F 0.094 -5.679 -0.533
F 1.032 -5.489 -2.635
O 2.142 1.440 -2.018
O 2.075 5.557 4.280
O 5.596 -1.481 -3.696
O 7.215 -1.862 -5.041
O -1.765 -2.108 0.600
O -0.146 2.340 -6.225
O 2.803 3.445 3.555
O -5.108 3.105 0.745
O 0.149 -4.014 1.771
O 2.394 3.232 -0.530
O -2.274 2.263 -2.052
O 3.505 1.248 -0.444
O 0.813 -5.464 3.410
O -0.404 0.451 -5.097
O -4.118 4.411 2.256
O -0.460 0.397 -7.423
O -1.263 -2.702 4.480
O -2.560 -4.186 -1.689
O 0.096 -2.645 6.332
O -1.985 3.898 -0.617
O -4.987 2.340 2.891
O -3.065 4.261 -2.622
O -3.272 -4.097 -3.957
O 1.802 -3.480 3.237
O -4.102 -2.770 -2.576
O 6.040 0.090 -5.228
O -0.603 -0.725 5.513
O 4.231 4.889 4.121
N -3.580 -2.825 2.799
C -1.377 0.106 4.597
C 0.914 -1.486 -4.479
C -0.386 1.012 -6.368
C -2.693 0.211 5.206
C -2.472 3.550 -1.818
C -0.102 3.138 -7.393
C 0.860 -4.277 2.730
C -2.597 1.633 -3.254
C 5.130 0.761 1.206
C 6.240 -1.034 -4.718
C 4.485 1.787 0.343
C 2.950 4.726 4.035
C 4.737 6.201 4.518
C 2.721 -2.266 1.393
C -2.317 0.350 0.718
C -0.631 -2.100 5.348
C -4.639 -2.251 -1.306
C 3.930 -1.523 -2.139
C -0.320 -6.256 3.316
C 1.551 2.872 3.295
C 0.123 -4.112 6.452
C 1.203 2.155 -2.783
C -1.222 -0.812 0.596
C -5.686 1.970 0.134
C -0.253 -0.535 -0.598
C -4.783 3.216 1.987
C -6.104 -2.545 -1.395
C -3.326 4.587 3.399
C -3.236 -3.750 -2.643
C 1.605 1.357 3.260
C -2.184 3.626 3.520
C 2.688 2.066 -0.950
C -0.457 -0.943 -4.946
C 1.956 -2.171 2.713
C 7.992 -1.626 -6.211
C -2.761 -5.324 -4.328
C -1.873 5.233 -0.245
C -0.443 5.654 -0.045
C 4.481 -0.718 -3.268
B 0.896 -4.896 -1.416
H 0.236 0.437 -0.532
H 4.040 2.486 1.052
H 8.244 -0.593 -6.452
H 2.554 -1.580 3.406
H 1.632 -1.193 -5.245
H -3.735 -3.810 2.635
H -0.245 6.723 0.041
H 5.797 1.317 1.866
H 0.680 0.815 3.064
H 4.552 -1.650 -1.253
H 2.205 1.065 2.398
H 1.225 -0.983 -3.564
H -6.802 -2.242 -0.615
H -2.385 0.569 -3.147
H -3.930 4.632 4.306
H 4.393 0.233 1.809
H -6.160 -3.632 -1.447
H 0.999 -1.663 2.595
H -0.058 5.217 0.877
H -3.290 -5.788 -5.160
H -0.167 4.195 -7.135
H -2.418 2.562 3.488
H -3.078 0.298 1.496
H -3.603 1.790 -3.641
H 0.954 3.080 -7.656
H 1.695 3.014 -3.239
H 0.804 -4.480 5.685
H -0.604 -0.804 1.493
H 5.214 2.374 -0.216
H -1.997 2.160 -3.996
H 2.973 -1.103 -1.830
H -2.718 -6.001 -3.474
H -6.617 1.675 0.617
H -1.696 3.866 4.465
H 0.156 5.291 -0.880
H -2.248 5.352 0.771
H -3.030 -2.437 2.046
H -0.828 -0.536 -1.524
H 4.156 6.743 5.264
H 0.873 -2.574 -4.415
H -1.208 -5.730 3.665
H 0.517 -1.302 -0.670
H 5.730 6.112 4.958
H 0.784 1.520 -3.565
H 2.020 -2.517 0.597
H 3.546 -2.975 1.317
H -1.441 3.620 2.723
H 0.418 -4.461 7.441
H 3.713 -0.754 -4.041
H 0.310 2.392 -2.204
H -2.908 5.592 3.363
H -0.883 -4.485 6.258
H 8.937 -2.158 -6.097
H -2.927 -2.719 3.562
H 3.126 -1.286 1.139
H -4.053 -2.707 -0.507
H 1.251 3.156 2.286
H -5.721 2.166 -0.938
H -0.622 -1.430 -5.907
H -1.388 -0.311 3.590
H -3.421 0.759 4.608
H -3.190 -0.734 5.426
H -1.250 -1.266 -4.272
H 4.624 0.314 -2.948
H -0.790 2.874 -8.196
H 5.669 0.017 0.619
H -2.723 0.833 6.101
H -6.485 -1.984 -2.249
H -4.413 -2.255 2.831
H -5.076 1.104 0.389
H 4.868 6.665 3.540
H -0.525 -6.636 2.316
H -0.186 -7.103 3.990
H -2.240 5.970 -0.960
H -1.775 -5.048 -4.700
H 3.734 -2.568 -2.378
H -1.819 1.286 0.971
H 0.810 3.206 4.021
H -4.439 -1.180 -1.295
H 7.518 -2.144 -7.045
H -0.928 1.096 4.512
H 2.003 0.919 4.175
H -2.861 0.519 -0.212

Output
* energy above the lowest of the compared OMol25 structures with the same formula, charge and spin: 0.000 eV
* LUMO level (spin up / spin down): -3.3 / -3.7 eV
* total charge: +1
* multiplicity: 5
* HOMO-LUMO gap (spin up / spin down): 8.2 / 7.8 eV
* HOMO (spin up / spin down): -11.6 / -11.6 eV
* <S²>: 6.008
* energy: -140576.1608 eV

---

(10)
Molecular formula: C4H6N5OS
Method: DFT, the ωB97M-V functional and the def2-TZVPD basis

Element x y z (Å)
S 4.663 1.406 0.966
O 2.900 1.662 -1.850
N 3.120 1.568 0.412
N 2.536 0.338 0.600
N 0.910 0.711 -2.799
N 3.352 -0.589 1.123
N 4.529 -0.181 1.250
C 1.369 0.195 0.172
C 1.976 1.066 -2.210
C -0.403 -0.352 1.841
C 0.155 -0.286 0.433
H 0.732 0.959 -3.856
H -0.520 -0.626 -0.408
H 0.219 0.393 2.396
H -1.476 0.012 1.902
H -0.275 -1.274 2.475
H 0.314 0.088 -2.186

Output
* energy above the lowest of the compared OMol25 structures with the same formula, charge and spin: 2.779 eV
* LUMO level (spin up / spin down): -4.8 / -4.8 eV
* total charge: +1
* HOMO-LUMO gap (spin up / spin down): 7.4 / 7.4 eV
* HOMO (spin up / spin down): -12.2 / -12.2 eV
* energy: -24564.5278 eV